{"formula": "C49H58As2N3OP3S4Sc", "method": "ωB97M-V/def2-TZVPD", "species": ["Sc", "S", "P", "C", "P", "S", "C", "C", "C", "C", "C", "C", "C", "C", "C", "C", "C", "C", "C", "C", "C", "C", "C", "C", "C", "C", "C", "C", "C", "C", "H", "H", "H", "H", "H", "H", "H", "H", "H", "H", "H", "H", "H", "H", "H", "H", "H", "H", "H", "H", "C", "As", "C", "C", "C", "C", "C", "C", "C", "As", "C", "C", "H", "H", "H", "H", "H", "H", "H", "H", "H", "H", "H", "H", "H", "H", "H", "H", "C", "P", "C", "C", "O", "H", "H", "H", "H", "H", "H", "H", "H", "H", "C", "C", "C", "C", "N", "C", "S", "N", "C", "H", "H", "H", "H", "H", "H", "H", "H", "S", "C", "N", "C", "C", "C", "C", "H", "H", "H", "H", "H"], "coordinates": [[-0.0208, -0.4812, -0.2851], [-1.1926, -2.1405, 1.2262], [0.3996, -3.2024, 0.4962], [1.7003, -2.0673, 0.4373], [2.9742, -2.0800, 1.6247], [3.4302, -0.3458, 2.4625], [4.4656, -2.6689, 0.7358], [4.4081, -3.0387, -0.6019], [5.5752, -3.3523, -1.2861], [6.7983, -3.2940, -0.6349], [6.8568, -2.9483, 0.7098], [5.6939, -2.6324, 1.3935], [2.8078, -3.3343, 2.9413], [2.2142, -2.9425, 4.1390], [2.0568, -3.8510, 5.1741], [2.4938, -5.1605, 5.0149], [3.0919, -5.5518, 3.8264], [3.2526, -4.6434, 2.7885], [-0.1818, -4.8214, 1.1941], [0.0170, -5.2265, 2.5037], [-0.6556, -6.3340, 3.0034], [-1.5533, -7.0264, 2.2092], [-1.7822, -6.6082, 0.9048], [-1.1025, -5.5129, 0.4011], [0.6841, -3.8288, -1.2472], [1.3732, -5.0490, -1.2776], [1.9419, -5.5300, -2.4453], [1.8327, -4.8084, -3.6238], [1.1709, -3.5917, -3.6077], [0.6265, -3.0958, -2.4314], [3.4411, -3.0766, -1.0942], [5.5320, -3.6456, -2.3283], [7.7110, -3.5188, -1.1722], [7.8101, -2.9182, 1.2219], [5.7277, -2.3392, 2.4360], [1.9085, -1.9106, 4.2498], [1.5936, -3.5425, 6.1035], [2.3729, -5.8729, 5.8210], [3.4387, -6.5702, 3.7056], [3.7367, -4.9439, 1.8669], [0.6874, -4.6761, 3.1413], [-0.4791, -6.6437, 4.0260], [-2.0816, -7.8857, 2.6014], [-2.4959, -7.1335, 0.2827], [-1.2848, -5.1928, -0.6167], [1.4795, -5.6258, -0.3686], [2.4747, -6.4722, -2.4326], [2.2623, -5.1874, -4.5418], [1.0825, -3.0197, -4.5240], [0.1257, -2.1408, -2.4688], [3.0370, -0.4563, -3.4755], [2.1945, 0.3115, -1.8781], [3.7941, 0.6131, -0.8135], [1.9766, 2.1706, -2.4771], [3.0867, 2.9307, -2.8332], [2.9681, 4.2840, -3.1062], [1.7296, 4.9000, -3.0062], [0.6124, 4.1472, -2.6806], [0.7224, 2.7829, -2.4313], [-0.8246, 1.6309, -2.1289], [-2.2912, 2.9230, -2.3014], [-0.8280, 0.9821, -3.9896], [3.8332, 0.2030, -3.8155], [2.3048, -0.5767, -4.2728], [3.4508, -1.4313, -3.2221], [4.6431, 0.8663, -1.4471], [4.0325, -0.2707, -0.2349], [3.5895, 1.4245, -0.1175], [4.0634, 2.4661, -2.8935], [3.8411, 4.8609, -3.3819], [1.6295, 5.9622, -3.1877], [-0.3545, 4.6306, -2.6187], [-2.2539, 3.4433, -3.2565], [-2.2420, 3.6363, -1.4803], [-3.2327, 2.3834, -2.2174], [-0.6448, 1.8113, -4.6699], [-1.7816, 0.5192, -4.2365], [-0.0386, 0.2390, -4.1091], [-2.5675, -3.1450, -3.3004], [-2.8782, -1.8968, -2.0316], [-4.0026, -0.6813, -2.7590], [-3.8146, -2.6991, -0.7195], [-1.5751, -1.2299, -1.6435], [-3.5062, -3.5744, -3.6510], [-1.9352, -3.9296, -2.8849], [-2.0414, -2.6814, -4.1349], [-4.9779, -1.1218, -2.9614], [-3.5738, -0.3052, -3.6865], [-4.1102, 0.1401, -2.0498], [-4.7581, -3.0585, -1.1362], [-4.0022, -1.9730, 0.0700], [-3.2534, -3.5309, -0.3008], [-2.7040, 4.4354, 3.9453], [-2.8229, 2.9704, 3.6991], [-2.9773, 2.0345, 4.6807], [-2.9911, 0.6732, 4.3039], [-2.8948, 0.2925, 3.0447], [-2.8270, 1.2098, 2.0653], [-2.8244, 0.8141, 0.4419], [-2.7550, 2.5376, 2.4203], [-3.1172, -0.3999, 5.3341], [-2.6714, 4.6422, 5.0109], [-3.5509, 4.9702, 3.5112], [-1.7953, 4.8224, 3.4805], [-3.0575, 2.3312, 5.7156], [-2.6464, 3.1973, 1.6626], [-2.5320, -0.1703, 6.2245], [-2.8198, -1.3571, 4.9105], [-4.1632, -0.4764, 5.6408], [0.4838, 1.7119, 1.0813], [0.8031, 1.4899, 2.7349], [0.2393, 0.4540, 3.3957], [0.4464, 0.2204, 4.7081], [1.2009, 1.0711, 5.4539], [1.7790, 2.1873, 4.8216], [1.5775, 2.3948, 3.4843], [-0.2689, -0.2338, 2.8400], [-0.0112, -0.6665, 5.1227], [1.3680, 0.8754, 6.5020], [2.4017, 2.8654, 5.3893], [2.0320, 3.2191, 2.9555]], "forces_ev_per_angstrom": [[-0.435, -0.429, 0.599], [-0.261, 0.344, -0.168], [0.866, -0.129, -0.585], [-1.074, -0.289, 1.179], [0.022, 0.336, -1.020], [0.010, 0.130, 0.315], [0.016, 0.160, 0.182], [-0.051, -0.077, 0.066], [0.079, -0.049, -0.047], [0.019, -0.027, -0.055], [-0.021, 0.005, 0.088], [0.076, -0.093, -0.116], [-0.232, 0.086, -0.080], [0.014, -0.141, 0.049], [-0.048, 0.021, -0.054], [0.011, -0.028, 0.032], [0.081, -0.092, -0.020], [0.003, 0.094, 0.027], [0.187, 0.091, 0.134], [0.025, 0.008, -0.061], [0.004, 0.003, 0.069], [-0.022, -0.054, 0.024], [-0.031, 0.043, 0.004], [0.015, -0.029, 0.084], [-0.084, -0.202, 0.056], [-0.104, 0.073, -0.025], [0.053, -0.008, -0.045], [0.015, -0.053, -0.030], [0.035, 0.040, -0.039], [-0.090, -0.124, 0.019], [0.027, 0.060, 0.012], [-0.013, 0.019, -0.008], [-0.011, -0.030, -0.004], [0.006, 0.014, -0.015], [0.042, 0.041, -0.013], [0.063, 0.002, 0.016], [0.026, -0.006, 0.015], [0.019, -0.004, -0.003], [0.001, 0.002, 0.009], [-0.017, -0.032, 0.003], [-0.025, 0.019, 0.075], [0.007, -0.013, -0.009], [0.013, 0.002, 0.012], [0.021, -0.007, -0.012], [-0.018, -0.051, -0.017], [0.037, -0.048, -0.034], [-0.008, -0.002, 0.018], [0.000, 0.002, 0.000], [-0.001, 0.042, 0.015], [0.032, -0.016, -0.042], [-0.304, -0.177, 0.118], [0.764, 0.463, -0.284], [-0.021, -0.013, 0.062], [-0.132, 0.025, 0.056], [0.055, -0.077, -0.052], [-0.015, 0.046, 0.012], [-0.003, -0.012, -0.010], [-0.139, -0.039, 0.026], [0.061, 0.058, 0.083], [0.374, 0.656, -0.697], [0.050, -0.228, 0.252], [-0.103, -0.217, 0.137], [-0.012, 0.056, 0.076], [0.006, -0.007, 0.001], [-0.010, -0.004, 0.031], [-0.088, 0.009, -0.117], [0.004, -0.047, -0.031], [-0.012, -0.044, 0.007], [0.009, 0.024, 0.023], [0.012, -0.014, 0.011], [0.012, -0.002, -0.018], [0.025, 0.041, -0.034], [0.116, -0.042, -0.021], [0.000, -0.005, -0.008], [0.000, 0.009, 0.005], [0.014, 0.049, 0.056], [0.043, -0.012, 0.012], [-0.008, 0.002, -0.006], [-0.114, 0.180, 0.223], [-0.307, -0.201, -0.300], [0.253, -0.154, 0.144], [0.164, 0.139, -0.157], [0.272, 0.184, 0.135], [-0.011, 0.004, 0.002], [-0.009, -0.007, -0.014], [-0.002, -0.010, -0.014], [-0.005, -0.012, 0.006], [-0.073, -0.001, -0.005], [-0.083, 0.001, 0.006], [0.026, 0.030, -0.046], [-0.007, 0.006, 0.035], [0.032, -0.023, 0.024], [-0.025, 0.068, -0.120], [0.051, -0.006, 0.177], [0.019, -0.059, -0.035], [0.045, 0.221, -0.103], [-0.079, -0.211, 0.131], [-0.068, 0.177, 0.022], [-0.223, 0.044, -0.194], [-0.002, -0.210, 0.176], [-0.029, -0.055, -0.016], [-0.003, 0.002, 0.003], [-0.011, -0.019, 0.007], [0.013, -0.004, 0.023], [0.028, 0.012, 0.001], [0.053, -0.021, -0.059], [-0.002, 0.007, 0.001], [0.011, 0.009, 0.016], [0.006, -0.002, 0.015], [0.138, 0.220, -0.604], [-0.180, -0.279, 0.133], [0.336, 0.152, 0.082], [-0.046, -0.088, 0.156], [0.116, 0.134, 0.053], [-0.101, -0.145, -0.060], [-0.032, -0.008, 0.005], [-0.057, -0.128, -0.031], [-0.048, -0.041, -0.116], [-0.025, -0.036, -0.004], [-0.003, 0.016, -0.003], [0.009, 0.010, 0.014]], "lowdin_charge": [0.20, 0.38, 0.52, -0.61, 0.38, 0.32, -0.37, -0.10, -0.08, -0.09, -0.08, -0.10, -0.35, -0.12, -0.08, -0.09, -0.08, -0.08, -0.37, -0.08, -0.06, -0.08, -0.07, -0.12, -0.32, -0.10, -0.07, -0.08, -0.09, -0.15, 0.08, 0.10, 0.10, 0.10, 0.10, 0.05, 0.10, 0.11, 0.11, 0.11, 0.06, 0.11, 0.11, 0.11, 0.09, 0.11, 0.11, 0.11, 0.10, 0.05, -0.25, 1.14, -0.28, -0.41, -0.10, -0.07, -0.07, -0.10, -0.43, 1.09, -0.29, -0.25, 0.03, 0.02, 0.02, 0.04, -0.04, 0.02, 0.10, 0.11, 0.11, 0.09, 0.04, 0.02, 0.00, 0.04, 0.00, 0.01, -0.14, 0.61, -0.15, -0.19, -0.60, 0.07, 0.05, 0.06, 0.07, 0.04, 0.02, 0.07, 0.03, 0.03, 0.00, -0.26, 0.03, -0.31, 0.11, -0.81, 0.63, 0.12, -0.02, 0.09, 0.10, 0.10, 0.13, 0.14, 0.08, 0.09, 0.10, 0.62, -0.74, 0.07, -0.09, -0.04, -0.03, -0.10, 0.06, 0.13, 0.12, 0.12, 0.12], "total_energy_ev": -271857.4320, "homo_energy_ev": -8.4, "spin_multiplicity": 1, "charge": 1, "de_lowest_kj_mol": 300.0}